Entry 1:
The following is a quantum chemistry calculation of a 2-piece molecular cluster, C4H12S2 overall in a non-equilibrium geometry, from the Open Molecules 2025 dataset.

LUMO ... 0.97 eV
Structure (SMILES) ... CSC.CSC
HOMO level ... -8.303 eV
Relative energy (zero: lowest compared OMol25 entry of this formula, charge and spin) ... 9.8 kcal per mole

Geometry as XYZ:
```
18
Properties=species:S:1:pos:R:3:lowdin_charge:R:1
C 1.044 1.609 2.829 -0.408
S 1.071 0.461 1.399 0.716
C -0.328 -0.602 1.867 -0.407
H 1.475 1.107 3.699 0.033
H 0.028 1.988 2.914 0.029
H 1.702 2.431 2.522 0.026
H -0.571 -1.232 1.024 0.016
H -0.078 -1.147 2.766 0.029
H -1.166 0.038 2.108 0.025
C -1.680 -0.932 -2.376 -0.420
S 0.005 -1.636 -2.421 0.697
C 1.001 -0.111 -2.322 -0.420
H -2.318 -1.751 -2.072 0.019
H -1.944 -0.623 -3.377 0.022
H -1.734 -0.107 -1.678 0.030
H 0.917 0.283 -1.306 -0.039
H 1.999 -0.410 -2.592 0.021
H 0.575 0.635 -2.984 0.032
```

---

Entry 2:
The following is a quantum chemistry calculation of a 9-piece molecular cluster, C28H41F2NO26S overall in a non-equilibrium geometry, from the Open Molecules 2025 dataset.

LUMO ... -0.67 eV
Structure (SMILES) ... CCN([C@H](C)F)S(=O)(=O)F.O=C1OCCO1.O=C1OCCO1.O=C1OCCO1.O=C1OCCO1.O=C1OCCO1.O=C1OCCO1.O=C1OCCO1.O=C1OCCO1
HOMO level ... -10.109 eV

Geometry as XYZ:
```
99
Properties=species:S:1:pos:R:3:lowdin_charge:R:1
C -2.259 0.615 4.527 -0.062
C -3.355 -0.097 3.483 -0.222
N -4.545 -0.706 4.173 -0.208
C -5.543 0.291 4.691 -0.283
C -6.137 1.351 3.594 -0.039
F -5.071 1.082 5.883 -0.079
S -5.254 -2.045 3.321 0.884
O -6.787 -1.985 3.126 -0.326
O -4.634 -2.371 1.941 -0.327
F -4.961 -3.458 4.310 -0.250
H -1.342 0.936 3.836 0.054
H -2.691 1.557 5.070 0.060
H -1.834 -0.213 5.256 0.098
H -3.591 0.710 2.671 0.111
H -2.706 -0.932 2.927 0.139
H -6.482 -0.320 5.104 0.158
H -5.733 1.114 2.497 0.100
H -5.769 2.433 3.938 0.086
H -7.312 1.388 3.574 0.098
O 0.293 1.646 3.614 0.098
C 0.969 0.894 2.932 -0.494
O 2.319 1.007 2.764 0.072
C 2.750 -0.168 2.103 -0.134
C 1.516 -0.644 1.408 -0.133
O 0.472 -0.172 2.238 0.057
H 3.562 0.056 1.405 0.141
H 3.111 -0.881 2.851 0.138
H 1.402 -0.205 0.411 0.138
H 1.481 -1.734 1.322 0.141
O -3.887 3.670 4.678 0.109
C -3.085 4.275 5.371 -0.505
O -2.822 5.610 5.261 0.060
C -2.021 5.964 6.372 -0.137
C -1.383 4.670 6.762 -0.131
O -2.334 3.704 6.357 0.061
H -1.285 6.724 6.093 0.139
H -2.666 6.366 7.160 0.138
H -0.444 4.489 6.227 0.139
H -1.197 4.605 7.837 0.141
O -1.556 1.344 0.035 0.119
C -1.807 2.471 0.427 -0.503
O -1.433 3.614 -0.218 0.068
C -2.100 4.685 0.423 -0.131
C -2.383 4.146 1.788 -0.138
O -2.499 2.753 1.570 0.051
H -1.466 5.576 0.450 0.140
H -3.014 4.916 -0.134 0.138
H -1.560 4.327 2.488 0.139
H -3.306 4.551 2.212 0.135
O -2.651 -2.127 -5.554 0.118
C -2.679 -1.650 -4.431 -0.516
O -2.771 -2.384 -3.284 0.064
C -2.546 -1.493 -2.207 -0.134
C -2.907 -0.162 -2.782 -0.138
O -2.622 -0.314 -4.159 0.063
H -3.168 -1.758 -1.348 0.140
H -1.492 -1.551 -1.915 0.136
H -3.971 0.070 -2.664 0.139
H -2.317 0.651 -2.351 0.121
O 3.781 -1.627 -7.090 0.129
C 2.609 -1.967 -7.088 -0.499
O 2.149 -3.148 -6.582 0.066
C 0.736 -3.065 -6.563 -0.138
C 0.438 -2.040 -7.609 -0.136
O 1.588 -1.215 -7.593 0.067
H 0.287 -4.035 -6.791 0.141
H 0.415 -2.749 -5.564 0.131
H 0.332 -2.479 -8.606 0.138
H -0.459 -1.460 -7.379 0.133
O 8.772 2.391 -7.474 0.113
C 7.920 1.527 -7.601 -0.522
O 7.036 1.165 -6.626 0.060
C 6.085 0.308 -7.230 -0.152
C 6.818 -0.238 -8.412 -0.144
O 7.728 0.795 -8.737 0.060
H 5.772 -0.476 -6.535 0.115
H 5.210 0.900 -7.517 0.134
H 7.383 -1.145 -8.172 0.097
H 6.152 -0.447 -9.254 0.138
O -5.129 -2.645 10.644 0.131
C -5.121 -2.969 9.469 -0.515
O -4.444 -4.044 8.968 0.063
C -4.867 -4.208 7.628 -0.142
C -5.350 -2.846 7.250 -0.163
O -5.788 -2.303 8.481 0.066
H -4.039 -4.546 6.999 0.136
H -5.665 -4.958 7.599 0.139
H -4.549 -2.214 6.850 0.127
H -6.170 -2.880 6.527 0.126
O 8.097 -2.216 -6.663 0.130
C 9.313 -2.311 -6.699 -0.488
O 10.120 -1.584 -7.526 0.069
C 11.452 -1.817 -7.109 -0.134
C 11.369 -3.136 -6.413 -0.141
O 10.043 -3.160 -5.918 0.070
H 12.128 -1.841 -7.968 0.139
H 11.759 -1.008 -6.437 0.140
H 11.506 -3.980 -7.098 0.136
H 12.090 -3.222 -5.595 0.138
```

---

Entry 3:
The following is a quantum chemistry calculation of C21H24BN9NiOS as an isolated structure, from the Open Molecules 2025 dataset.

LUMO (spin up / spin down) ... 0.71 / 0.12 eV
<S²> ... 2.01
HOMO level (spin up / spin down) ... -7.843 / -7.908 eV
Spin multiplicity ... 3

Geometry as XYZ:
```
58
Properties=species:S:1:pos:R:3:mulliken_spin:R:1
Ni 1.160 1.256 0.771 1.756
C 4.688 0.973 0.054 0.001
C 3.796 -0.167 -0.324 0.006
C 4.098 -1.352 -1.002 0.005
C 2.898 -2.023 -1.082 0.002
N 1.940 -1.293 -0.479 0.005
N 2.510 -0.137 -0.026 0.039
B 0.374 -1.458 -0.257 -0.048
N -0.272 -0.313 -1.111 -0.003
C -1.124 -0.388 -2.142 0.001
C -1.150 0.836 -2.775 0.006
C -0.239 1.632 -2.069 -0.002
C 0.213 3.018 -2.400 0.000
N 0.272 0.937 -1.059 0.079
N 0.111 -1.303 1.267 0.017
C -0.537 -2.117 2.115 0.006
C -0.370 -1.631 3.395 0.000
C 0.422 -0.487 3.246 -0.015
C 0.909 0.486 4.267 0.015
N 0.719 -0.318 1.967 0.064
N -0.217 -2.806 -0.680 0.000
C 0.314 -3.985 -1.083 0.000
C -0.711 -4.870 -1.292 0.000
C -1.875 -4.143 -0.981 0.000
C -3.298 -4.607 -1.022 0.000
N -1.577 -2.909 -0.611 0.000
H 5.724 0.743 -0.190 0.000
H 4.408 1.883 -0.480 0.000
H 4.629 1.183 1.122 0.000
H 5.055 -1.672 -1.380 0.001
H 2.687 -2.964 -1.549 -0.001
H -1.655 -1.298 -2.355 0.000
H -1.717 1.110 -3.649 0.000
H -0.578 3.557 -2.922 0.000
H 0.496 3.574 -1.510 0.001
H 1.082 2.979 -3.060 0.000
H -1.086 -2.969 1.754 0.000
H -0.760 -2.044 4.310 0.000
H 0.734 0.105 5.272 0.000
H 1.977 0.675 4.153 -0.004
H 0.389 1.440 4.164 0.000
H 1.370 -4.150 -1.168 0.000
H -0.633 -5.895 -1.615 0.000
H -3.357 -5.637 -1.372 0.000
H -3.754 -4.558 -0.032 0.000
H -3.894 -3.985 -1.689 0.000
O -1.120 1.482 1.339 0.043
N -1.570 2.615 0.900 0.000
C -2.880 2.705 0.571 -0.003
C -3.425 3.874 0.106 0.008
C -2.608 4.990 -0.035 -0.004
C -1.275 4.881 0.294 0.010
C -0.733 3.685 0.769 -0.012
S 0.943 3.535 1.209 0.026
H -3.418 1.780 0.706 -0.001
H -4.477 3.900 -0.140 0.000
H -3.006 5.926 -0.403 0.000
H -0.603 5.721 0.192 0.001
```

---

Entry 4:
The following is a quantum chemistry calculation of H22O11 as an isolated structure in a non-equilibrium geometry, from the Open Molecules 2025 dataset.

LUMO ... -0.14 eV
HOMO level ... -7.407 eV
Relative energy (zero: lowest compared OMol25 entry of this formula, charge and spin) ... 514.2 kcal per mole

Geometry as XYZ:
```
33
Properties=species:S:1:pos:R:3:lowdin_charge:R:1
O 1.275 -1.892 0.925 -0.035
H 0.383 -1.784 0.593 -0.056
H 1.186 -1.826 1.876 0.066
O -0.810 -2.239 0.080 -0.017
H -1.612 -2.540 -0.348 0.093
H -0.544 -1.469 -0.423 -0.083
O 0.709 2.466 -0.055 -0.106
H 1.587 2.087 -0.089 -0.264
H 0.120 1.714 -0.108 -0.066
O -2.727 -0.562 -0.716 0.004
H -1.882 -0.546 -1.165 -0.194
H -2.910 -1.492 -0.581 0.076
O -0.934 -0.959 -1.544 0.069
H -0.556 -0.114 -1.788 0.165
H -0.544 -1.582 -2.156 0.179
O 1.575 -0.983 -1.433 -0.059
H 2.010 -0.158 -1.648 0.044
H 1.073 -0.791 -0.641 -0.115
O 2.503 1.536 0.142 0.136
H 2.350 0.615 0.356 0.082
H 3.034 1.512 -0.654 0.125
O 0.762 0.361 1.759 0.143
H 1.003 1.016 2.414 0.154
H 1.513 -0.232 1.725 0.095
O -1.316 2.090 -0.183 -0.067
H -1.197 2.885 0.337 0.069
H -1.212 1.375 0.445 -0.273
O -1.555 0.422 0.632 0.043
H -2.463 0.234 0.395 0.055
H -1.498 0.195 1.560 0.152
O 0.458 0.263 -0.213 -0.192
H -0.437 -0.074 -0.196 0.006
H 0.655 0.470 0.701 -0.229
```

---

Entry 5:
The following is a quantum chemistry calculation of C15H43FN5O5Tl as an isolated structure in a non-equilibrium geometry, from the Open Molecules 2025 dataset.

LUMO ... -10.23 eV
HOMO level ... -13.977 eV
Net charge ... +2

Geometry as XYZ:
```
70
Properties=species:S:1:pos:R:3:lowdin_charge:R:1
Tl -1.118 1.824 0.639 1.424
F -0.313 0.180 -0.764 -0.237
C 1.227 -2.611 0.302 -0.046
C -0.188 -2.269 0.728 -0.319
O -0.960 -1.672 -0.293 -0.050
H 1.939 -2.149 0.986 0.061
H 1.431 -2.172 -0.676 0.019
H 1.392 -3.684 0.210 0.111
H -0.314 -1.673 1.632 0.047
H -0.688 -3.157 1.114 0.078
H -0.693 -0.762 -0.439 -0.226
C -2.616 0.981 -1.840 -0.600
O -2.525 1.303 -0.656 -0.127
N -3.392 1.520 -2.698 0.239
N -1.875 0.119 -2.515 0.227
H -3.989 2.241 -2.319 0.155
H -3.124 1.455 -3.670 0.154
H -1.899 0.042 -3.522 0.139
H -1.087 -0.303 -2.046 0.075
C 1.444 -0.590 1.667 -0.068
C 1.083 0.711 2.409 -0.325
C 1.565 1.996 1.702 -0.100
O 1.034 2.149 0.311 -0.254
C 2.070 2.831 -0.413 -0.099
N -0.338 0.860 2.751 -0.023
H 0.903 -1.418 2.125 0.071
H 2.527 -0.653 1.773 0.134
H 1.085 -0.585 0.638 0.068
H 1.593 0.769 3.370 0.163
H 2.648 1.951 1.819 0.154
H 1.251 2.915 2.196 0.139
H 2.343 3.828 -0.064 0.139
H 1.680 2.977 -1.420 0.066
H 2.942 2.185 -0.506 0.104
H -0.443 1.646 3.377 0.118
H -0.393 0.137 3.455 0.127
C 0.850 -0.267 -3.926 -0.029
C 1.866 -0.142 -2.802 -0.351
C 2.202 1.240 -2.332 -0.190
O 2.681 2.000 -3.498 -0.132
C 3.296 3.201 -3.166 -0.111
N 1.470 -0.982 -1.676 0.029
H 1.164 -0.263 -4.970 0.097
H 0.024 0.423 -3.753 0.056
H 0.386 -1.249 -3.828 0.085
H 2.805 -0.543 -3.182 0.156
H 3.003 1.178 -1.596 0.116
H 1.437 1.845 -1.845 0.064
H 3.994 2.971 -2.361 0.101
H 2.616 4.009 -2.898 0.089
H 3.815 3.605 -4.036 0.109
H 1.219 -1.906 -1.999 0.100
H 0.661 -0.522 -1.284 -0.038
C -3.046 0.139 2.950 -0.018
C -2.169 -0.661 2.058 -0.382
C -2.617 -2.106 1.961 -0.168
O -2.398 -2.783 3.184 -0.126
C -1.227 -3.623 3.320 -0.040
N -2.083 0.073 0.782 -0.037
H -2.760 1.191 2.983 0.068
H -2.845 -0.250 3.948 0.111
H -4.111 -0.028 2.792 0.118
H -1.139 -0.702 2.414 0.077
H -2.107 -2.628 1.151 0.101
H -3.664 -2.246 1.690 0.153
H -0.920 -4.112 2.395 0.083
H -1.438 -4.367 4.088 0.111
H -0.333 -3.041 3.545 0.087
H -1.800 -0.570 0.056 0.034
H -3.036 0.196 0.472 0.139
```

---

Entry 6:
The following is a quantum chemistry calculation of a 7-piece molecular cluster, C26H52BrNO14S6 overall in a non-equilibrium geometry, from the Open Molecules 2025 dataset.

LUMO ... 0.26 eV
Structure (SMILES) ... O=S1(=O)CCCC1.O=S1(=O)CCCC1.O=S1(=O)CCCC1.O=S1(=O)CCCC1.O=S1(=O)CCCC1.O=S1(=O)CCCC1.NCOC(=O)Br
HOMO level ... -9.633 eV

Geometry as XYZ:
```
100
Properties=species:S:1:pos:R:3:lowdin_charge:R:1
O -1.960 -3.252 1.793 -0.389
S -2.869 -2.894 0.733 0.667
O -3.919 -3.792 0.311 -0.334
C -3.571 -1.291 1.094 -0.219
C -2.597 -0.299 0.464 -0.230
C -2.232 -0.889 -0.903 -0.204
C -1.914 -2.374 -0.695 -0.204
H -3.677 -1.173 2.170 0.107
H -4.548 -1.246 0.613 0.107
H -3.036 0.686 0.369 0.078
H -1.702 -0.212 1.080 0.108
H -3.079 -0.789 -1.581 0.082
H -1.389 -0.366 -1.353 0.119
H -2.202 -2.977 -1.554 0.101
H -0.861 -2.534 -0.466 0.103
O -1.005 2.180 1.463 -0.309
S -1.684 3.185 0.688 0.668
O -2.548 2.838 -0.418 -0.338
C -2.569 4.263 1.806 -0.227
C -1.555 5.348 2.160 -0.217
C -0.858 5.714 0.847 -0.222
C -0.482 4.403 0.147 -0.209
H -2.914 3.691 2.665 0.109
H -3.419 4.677 1.264 0.106
H -2.039 6.211 2.616 0.117
H -0.822 4.959 2.870 0.119
H -1.546 6.284 0.216 0.118
H 0.019 6.330 1.018 0.069
H -0.529 4.489 -0.936 0.101
H 0.503 4.054 0.449 0.108
O 3.862 6.516 3.369 -0.305
S 2.822 7.307 2.770 0.678
O 1.573 6.715 2.348 -0.334
C 2.482 8.706 3.831 -0.229
C 3.450 9.784 3.354 -0.220
C 3.417 9.728 1.821 -0.214
C 3.524 8.253 1.414 -0.216
H 2.628 8.418 4.870 0.110
H 1.447 9.003 3.666 0.108
H 3.169 10.766 3.729 0.116
H 4.459 9.562 3.710 0.121
H 2.472 10.141 1.463 0.117
H 4.219 10.315 1.378 0.114
H 2.967 8.036 0.505 0.102
H 4.560 7.941 1.296 0.106
O -3.062 -0.953 -5.829 -0.313
S -4.045 -0.589 -4.841 0.666
O -4.113 -1.255 -3.565 -0.329
C -3.964 1.179 -4.579 -0.229
C -4.924 1.757 -5.614 -0.222
C -6.162 0.851 -5.589 -0.215
C -5.668 -0.601 -5.611 -0.218
H -2.938 1.517 -4.699 0.109
H -4.308 1.378 -3.564 0.109
H -5.175 2.792 -5.389 0.115
H -4.465 1.728 -6.605 0.119
H -6.728 1.034 -4.673 0.117
H -6.826 1.051 -6.429 0.113
H -6.321 -1.265 -5.048 0.102
H -5.550 -0.972 -6.627 0.105
O -5.132 -9.919 -1.008 -0.324
S -5.821 -8.918 -1.784 0.659
O -6.683 -9.280 -2.882 -0.334
C -6.708 -7.840 -0.665 -0.235
C -5.704 -6.745 -0.318 -0.223
C -5.014 -6.380 -1.636 -0.217
C -4.630 -7.692 -2.333 -0.220
H -7.047 -8.410 0.197 0.105
H -7.563 -7.436 -1.207 0.105
H -6.191 -5.883 0.134 0.113
H -4.966 -7.125 0.392 0.123
H -5.706 -5.818 -2.266 0.119
H -4.141 -5.752 -1.469 0.097
H -4.680 -7.611 -3.416 0.100
H -3.640 -8.033 -2.033 0.104
O 7.631 -3.564 2.513 -0.321
S 7.783 -2.133 2.551 0.650
O 6.880 -1.300 3.304 -0.320
C 9.468 -1.749 3.012 -0.231
C 10.221 -1.704 1.686 -0.222
C 9.310 -0.946 0.713 -0.215
C 7.896 -1.522 0.865 -0.221
H 9.838 -2.508 3.698 0.108
H 9.463 -0.774 3.498 0.108
H 11.190 -1.219 1.795 0.114
H 10.391 -2.719 1.320 0.120
H 9.304 0.115 0.971 0.116
H 9.658 -1.030 -0.315 0.113
H 7.128 -0.769 0.710 0.103
H 7.731 -2.365 0.196 0.106
N 5.236 -5.312 1.323 0.060
C 4.509 -4.083 1.239 -0.237
O 3.270 -4.113 2.002 -0.044
C 2.316 -4.772 1.414 -1.003
O 2.366 -5.320 0.404 0.078
Br 0.679 -4.767 2.442 0.811
H 4.692 -6.060 0.914 0.073
H 5.385 -5.496 2.306 0.084
H 5.120 -3.338 1.728 0.098
H 4.363 -3.778 0.212 0.128
```

---

Please write out number 3 again, unchanged.
The following is a quantum chemistry calculation of C21H24BN9NiOS as an isolated structure, from the Open Molecules 2025 dataset.

LUMO (spin up / spin down) ... 0.71 / 0.12 eV
<S²> ... 2.01
HOMO level (spin up / spin down) ... -7.843 / -7.908 eV
Spin multiplicity ... 3

Geometry as XYZ:
```
58
Properties=species:S:1:pos:R:3:mulliken_spin:R:1
Ni 1.160 1.256 0.771 1.756
C 4.688 0.973 0.054 0.001
C 3.796 -0.167 -0.324 0.006
C 4.098 -1.352 -1.002 0.005
C 2.898 -2.023 -1.082 0.002
N 1.940 -1.293 -0.479 0.005
N 2.510 -0.137 -0.026 0.039
B 0.374 -1.458 -0.257 -0.048
N -0.272 -0.313 -1.111 -0.003
C -1.124 -0.388 -2.142 0.001
C -1.150 0.836 -2.775 0.006
C -0.239 1.632 -2.069 -0.002
C 0.213 3.018 -2.400 0.000
N 0.272 0.937 -1.059 0.079
N 0.111 -1.303 1.267 0.017
C -0.537 -2.117 2.115 0.006
C -0.370 -1.631 3.395 0.000
C 0.422 -0.487 3.246 -0.015
C 0.909 0.486 4.267 0.015
N 0.719 -0.318 1.967 0.064
N -0.217 -2.806 -0.680 0.000
C 0.314 -3.985 -1.083 0.000
C -0.711 -4.870 -1.292 0.000
C -1.875 -4.143 -0.981 0.000
C -3.298 -4.607 -1.022 0.000
N -1.577 -2.909 -0.611 0.000
H 5.724 0.743 -0.190 0.000
H 4.408 1.883 -0.480 0.000
H 4.629 1.183 1.122 0.000
H 5.055 -1.672 -1.380 0.001
H 2.687 -2.964 -1.549 -0.001
H -1.655 -1.298 -2.355 0.000
H -1.717 1.110 -3.649 0.000
H -0.578 3.557 -2.922 0.000
H 0.496 3.574 -1.510 0.001
H 1.082 2.979 -3.060 0.000
H -1.086 -2.969 1.754 0.000
H -0.760 -2.044 4.310 0.000
H 0.734 0.105 5.272 0.000
H 1.977 0.675 4.153 -0.004
H 0.389 1.440 4.164 0.000
H 1.370 -4.150 -1.168 0.000
H -0.633 -5.895 -1.615 0.000
H -3.357 -5.637 -1.372 0.000
H -3.754 -4.558 -0.032 0.000
H -3.894 -3.985 -1.689 0.000
O -1.120 1.482 1.339 0.043
N -1.570 2.615 0.900 0.000
C -2.880 2.705 0.571 -0.003
C -3.425 3.874 0.106 0.008
C -2.608 4.990 -0.035 -0.004
C -1.275 4.881 0.294 0.010
C -0.733 3.685 0.769 -0.012
S 0.943 3.535 1.209 0.026
H -3.418 1.780 0.706 -0.001
H -4.477 3.900 -0.140 0.000
H -3.006 5.926 -0.403 0.000
H -0.603 5.721 0.192 0.001
```

---

Question: Which formula does entry 4 have?
Answer: H22O11